a) Formula: C2H2O3S
Source: the OMol25 dataset
Level of theory: ωB97M-V/def2-TZVPD

Positions of all 8 atoms, in Å:
C -1.5680 -0.3185 -0.9045
C -0.9069 0.6303 -0.3161
O 1.8166 0.2332 2.0003
O -2.1295 -1.1687 -1.4333
O 2.0693 -0.3973 -0.3401
S 1.9770 -0.8112 1.0414
H 0.1182 0.4244 -0.1894
H -1.3767 1.4078 0.1418

## Properties
* lowest unoccupied orbital energy: -1.48 eV
* orbital gap: 0.2897 hartree
* HOMO energy: -9.36 eV
* molar mass: 106.10 g/mol

=====

b) Formula: C2H2O3S
Source: the OMol25 dataset
Level of theory: ωB97M-V/def2-TZVPD

Positions of all 8 atoms, in Å:
C 0.4017 0.8677 0.6350
C 0.6122 -0.6285 0.7657
O -1.8468 1.3993 -0.8456
O -0.0558 0.3793 -2.1489
O -0.7900 -0.8135 0.5342
S -0.6394 0.6458 -0.8454
H 1.3825 -1.0161 0.0647
H 0.9355 -0.8340 1.8402

## Properties
* lowest unoccupied orbital energy: -1.94 eV
* orbital gap: 0.3136 hartree
* HOMO energy: -10.47 eV
* molar mass: 106.10 g/mol

=====

What should be chosen as the most stable of them? Choose a).

=====

a) Formula: C6H12N
Source: the OMol25 dataset
Level of theory: ωB97M-V/def2-TZVPD

Positions of all 19 atoms, in Å:
C -0.5410 0.3958 2.1985
C -0.5992 1.1375 1.1207
C -0.3523 0.5663 -0.6611
C -1.6342 0.0474 -1.2720
N 0.6320 -0.3756 -0.3507
C 0.4982 -1.5576 0.1281
C 1.9790 0.0671 -0.6540
H -0.6314 0.9499 3.1224
H -0.2879 -0.6392 2.3210
H -0.4919 2.2527 1.0228
H 0.0152 1.4414 -1.2554
H -1.4715 -0.6012 -2.2093
H -2.3399 0.8101 -1.4946
H -2.0981 -0.5129 -0.3875
H -0.3972 -2.0614 0.3545
H 1.5114 -2.0402 0.2809
H 1.8891 0.8117 -1.4245
H 2.7089 -0.7779 -0.7369
H 2.3277 0.6458 0.2458

## Properties
* lowest unoccupied orbital energy: -4.68 eV
* orbital gap: 0.3585 hartree
* HOMO energy: -14.43 eV
* structure (SMILES): C=C[C@H](C)[N+](=C)C
* molar mass: 98.17 g/mol
* charge: +1

=====

b) Formula: C6H12N
Source: the OMol25 dataset
Level of theory: ωB97M-V/def2-TZVPD

Positions of all 19 atoms, in Å:
C -2.2158 0.9703 -0.5955
C -1.5754 0.0645 0.1222
C -1.8982 -1.3297 0.2324
C -0.1224 0.4230 0.6441
C 1.0737 0.3266 -0.3105
C 2.0421 -0.7354 -0.3402
N 2.4191 0.6756 0.0725
H -3.2757 0.8621 -0.8820
H -1.6094 1.8587 -0.7380
H -1.4331 -1.9910 -0.4084
H -2.8855 -1.4677 0.1069
H -1.5843 -1.7084 1.2074
H 0.0674 -0.0440 1.5693
H -0.1985 1.5510 0.9524
H 0.8341 0.7266 -1.2891
H 2.2522 -1.3709 0.5328
H 2.6181 -0.9887 -1.2946
H 2.5713 0.9742 1.0562
H 2.9200 1.2032 -0.6378

## Properties
* lowest unoccupied orbital energy: -3.52 eV
* orbital gap: 0.3501 hartree
* HOMO energy: -13.05 eV
* structure (SMILES): C=C(C)C[C@@H]1C[NH2+]1
* molar mass: 98.17 g/mol
* charge: +1

=====

What should be chosen as the most stable of them? Choose b).

=====

a) Formula: C6H12N
Source: the OMol25 dataset
Level of theory: ωB97M-V/def2-TZVPD

Positions of all 19 atoms, in Å:
C 0.3809 -2.0977 -0.4338
C 0.3278 -0.7895 -0.2153
C 1.4292 0.1918 -0.6503
C 1.5161 1.0703 0.5612
N -0.9868 0.0171 0.2385
C -1.6283 -0.4528 1.1927
C -1.5173 0.9787 -0.6237
H -0.3627 -2.8103 -0.1068
H 1.2573 -2.4137 -1.0152
H 1.1715 0.6639 -1.6108
H 2.3952 -0.2484 -0.8470
H 0.8378 1.8851 0.4533
H 1.1841 0.3749 1.5084
H 2.4753 1.4834 0.6929
H -2.5008 0.1421 1.5656
H -1.2933 -1.4186 1.6707
H -0.8133 1.8033 -0.4969
H -2.5329 1.2032 -0.3154
H -1.3398 0.4173 -1.5681

## Properties
* lowest unoccupied orbital energy: -4.59 eV
* orbital gap: 0.3712 hartree
* HOMO energy: -14.69 eV
* structure (SMILES): C=C(CC)[N+](=C)C
* molar mass: 98.17 g/mol
* charge: +1

=====

b) Formula: C6H12N
Source: the OMol25 dataset
Level of theory: ωB97M-V/def2-TZVPD

Positions of all 19 atoms, in Å:
C 1.5634 0.6379 0.7933
C 0.4725 -0.4664 0.9972
C -0.7418 -0.2314 0.1104
C -1.9716 -1.1750 0.2931
C -1.1438 0.2852 -1.8387
C -0.8383 0.9431 -0.6093
N 2.6669 0.1300 -0.0463
H 1.1246 1.6211 0.5484
H 1.9621 0.9453 1.7679
H 0.9361 -1.4464 0.9161
H 0.2288 -0.3999 2.0666
H -2.7649 -0.5356 -0.1106
H -1.8672 -2.1286 -0.1998
H -0.4305 0.2020 -2.6515
H -2.1208 -0.1226 -2.1046
H -0.9370 2.0165 -0.4941
H 2.4757 0.2878 -1.0296
H -2.0988 -1.2328 1.3781
H 3.4846 0.6698 0.2135

## Properties
* lowest unoccupied orbital energy: -6.24 eV
* orbital gap: 0.2599 hartree
* HOMO energy: -13.31 eV
* molar mass: 98.17 g/mol
* charge: +1

=====

c) Formula: C6H12N
Source: the OMol25 dataset
Level of theory: ωB97M-V/def2-TZVPD

Positions of all 19 atoms, in Å:
C 2.1872 -0.6498 0.3422
C 1.2675 -0.1201 -0.7407
C -0.0750 0.6501 -0.1332
N -0.8647 -0.4534 0.5853
C -2.0473 -0.9298 -0.1550
C -0.0967 1.9902 0.4894
C -0.8051 1.8404 -0.6018
H 2.2645 0.0483 1.1741
H 3.1864 -0.7614 -0.0831
H 1.8878 -1.6336 0.7088
H 0.9295 -0.8974 -1.4192
H 1.7751 0.6463 -1.3253
H -0.2041 -1.2303 0.7132
H -1.1584 -0.1405 1.5184
H -2.7914 -0.1395 -0.2099
H -1.7594 -1.2173 -1.1638
H -2.4779 -1.7993 0.3409
H 0.2582 2.5846 1.2960
H -1.4763 2.2126 -1.3361

## Properties
* lowest unoccupied orbital energy: -3.03 eV
* orbital gap: 0.4235 hartree
* HOMO energy: -14.56 eV
* structure (SMILES): CCC1([NH2+]C)C=C1
* molar mass: 98.17 g/mol
* charge: +1

=====

What should be chosen as the most stable of them? Choose c).